1.
55
Properties=species:S:1:pos:R:3:forces:R:3 method="wB97M-V/def2-TZVPD" homo_energy_ev=-10.41 homo_lumo_gap_ev=6.418 charge=+1 lumo_ev=-4.0
Rh 0.244 -0.571 -0.212 -2.3 1.1 0.8
C -2.306 -1.766 1.009 0.0 -0.3 0.2
N -2.035 -0.582 0.173 1.7 -0.2 -0.4
C -2.325 0.679 0.874 0.1 0.4 0.3
C -1.401 0.914 2.052 -0.3 -0.2 0.0
N 0.033 0.818 1.710 0.8 -0.6 -0.7
C 0.780 0.197 2.820 0.1 0.0 0.1
C 0.562 2.111 1.319 0.1 0.5 -0.2
C 1.132 2.971 2.254 -0.1 -0.1 0.1
C 1.636 4.206 1.881 0.0 0.1 0.0
C 1.552 4.618 0.558 -0.1 0.0 0.0
C 0.984 3.777 -0.381 0.0 -0.1 0.1
C 0.505 2.513 -0.020 0.0 0.1 0.2
S -0.058 1.476 -1.310 -0.1 -1.2 0.1
C -2.780 -0.695 -1.074 -0.3 -0.1 -0.6
C -4.083 -0.238 -1.202 -0.1 0.1 0.3
C -4.785 -0.433 -2.382 0.0 -0.1 -0.1
C -4.196 -1.112 -3.438 0.0 0.0 0.1
C -2.896 -1.569 -3.318 0.1 0.1 0.0
C -2.182 -1.353 -2.142 -0.1 0.2 0.1
S -0.565 -1.984 -1.993 1.3 0.6 0.3
H -3.346 -1.772 1.350 0.0 0.1 0.0
H -1.646 -1.781 1.876 0.0 0.0 0.0
H -2.124 -2.664 0.422 0.0 0.1 -0.1
H -3.347 0.682 1.268 0.0 -0.1 -0.1
H -2.234 1.485 0.149 0.0 -0.1 0.0
H -1.612 0.184 2.834 0.0 0.0 0.0
H -1.618 1.905 2.458 0.0 0.0 0.1
H 0.525 0.642 3.786 0.0 0.0 0.0
H 1.849 0.304 2.650 0.0 0.0 0.0
H 0.544 -0.867 2.858 -0.1 0.0 0.0
H 1.173 2.688 3.298 0.0 0.0 0.0
H 2.085 4.848 2.626 0.0 0.0 0.0
H 1.926 5.587 0.260 0.0 0.0 0.0
H 0.925 4.061 -1.424 0.1 0.1 0.0
H -4.581 0.268 -0.385 0.0 0.0 0.0
H -5.796 -0.060 -2.475 0.0 0.0 0.0
H -4.749 -1.289 -4.350 0.0 0.1 0.0
H -2.407 -2.084 -4.135 0.0 0.0 0.0
N 1.973 -4.564 -0.522 -0.3 0.0 0.2
C 1.053 -3.915 0.203 0.0 -0.2 0.0
N 1.327 -2.632 0.190 -0.2 0.4 0.1
C 2.444 -2.548 -0.597 -0.3 -0.4 0.2
N 2.861 -3.709 -1.037 0.3 0.2 -0.2
C 3.085 -1.267 -0.840 0.3 0.2 -0.1
C 4.230 -1.121 -1.619 -0.1 -0.1 0.2
N 4.877 0.031 -1.680 0.1 0.1 -0.1
C 4.389 1.043 -0.971 0.0 -0.2 0.1
C 3.201 0.932 -0.263 -0.1 0.3 0.1
N 2.533 -0.218 -0.213 -0.7 -0.5 -0.9
H 2.056 -5.551 -0.708 0.0 0.0 0.0
H 0.227 -4.389 0.705 0.0 0.0 0.0
H 4.616 -1.953 -2.193 0.0 0.0 0.1
H 4.951 1.967 -0.970 -0.1 0.0 0.0
H 2.792 1.779 0.270 0.0 0.0 -0.1

2.
13
Properties=species:S:1:pos:R:3:forces:R:3 method="wB97M-V/def2-TZVPD" homo_energy_ev=-8.25 homo_lumo_gap_ev=9.032 smiles="C/N=c1/cc[nH]o1" lumo_ev=0.8
C -2.607 -0.291 -0.027 -0.4 -1.3 1.8
C -0.266 0.295 0.123 -3.6 1.9 -2.7
C 0.838 1.193 0.105 0.9 -1.7 0.0
C 1.894 0.422 -0.011 5.8 0.1 0.2
H -2.614 -0.779 1.067 0.4 1.2 -2.1
H -2.305 -1.121 -0.678 -0.4 0.0 0.0
H -3.788 -0.156 -0.151 2.9 0.9 -0.3
H 0.951 2.196 -0.078 -0.7 2.2 0.2
H 3.102 0.667 -0.016 -3.5 -0.3 -0.3
H 2.133 -1.329 -0.711 1.8 -3.6 -4.7
N -1.494 0.802 -0.176 1.0 -4.0 2.6
N 1.666 -0.924 -0.036 -2.8 3.8 6.0
O 0.269 -1.042 0.114 -1.4 0.5 -0.6

3.
14
Properties=species:S:1:pos:R:3:forces:R:3 method="wB97M-V/def2-TZVPD" homo_energy_ev=-8.00 homo_lumo_gap_ev=7.304 lumo_ev=-0.7
C -2.314 0.475 -0.152 -1.8 0.9 0.4
C 1.246 1.937 -0.217 -1.2 2.5 1.2
C 0.604 -2.362 0.322 0.3 -0.7 3.6
N -1.058 0.776 0.155 -0.3 1.2 1.3
S -2.944 -0.402 -1.381 0.1 -0.4 -0.3
S 0.278 0.503 -0.629 -0.1 -1.0 0.7
S 1.320 -0.814 0.812 0.2 1.4 -0.3
H -3.115 1.015 0.533 1.9 -1.1 -1.0
H 0.788 2.988 -0.398 -0.2 -2.2 0.3
H 2.052 1.968 -0.847 2.2 -0.4 -1.9
H 1.678 1.960 0.781 -0.5 -0.3 0.3
H -0.437 -2.233 0.263 -1.3 0.0 -1.0
H 0.694 -3.109 1.196 0.2 1.3 -1.1
H 1.207 -2.702 -0.438 0.4 -1.2 -2.2

4.
61
Properties=species:S:1:pos:R:3:forces:R:3 method="wB97M-V/def2-TZVPD" homo_energy_ev=-5.99 homo_lumo_gap_ev=8.774 charge=-1 lumo_ev=2.8
Cd -0.300 -0.056 0.231 -0.3 -0.3 -0.6
O 3.267 -1.933 1.846 -0.1 0.1 0.1
C 2.256 -1.311 1.514 0.0 -0.2 0.1
O 1.317 -1.692 0.746 0.1 0.1 0.0
C 2.101 0.116 2.072 0.0 -0.1 -0.2
C 2.760 0.583 3.195 0.1 0.0 0.1
C 2.555 1.902 3.581 -0.1 -0.1 -0.1
C 1.736 2.722 2.819 0.0 0.1 0.0
C 1.107 2.180 1.712 0.0 0.0 -0.2
N 1.292 0.909 1.375 0.5 0.4 0.6
C 0.182 2.985 0.781 -0.1 0.1 0.1
O 0.236 4.212 0.868 0.0 -0.1 0.0
O -0.538 2.289 -0.007 0.1 0.1 0.1
H 3.410 -0.087 3.740 0.0 0.0 0.0
H 3.040 2.289 4.470 0.0 0.0 0.0
H 1.560 3.760 3.062 0.0 0.0 0.0
N -1.073 -1.900 -1.039 -0.2 -0.5 0.1
C -1.619 -1.949 -2.392 0.1 0.1 -0.2
C -0.701 -1.311 -3.435 0.0 0.1 0.3
C -0.450 0.181 -3.221 0.0 -0.2 -0.1
N 0.405 0.427 -2.061 0.1 0.3 0.0
H -0.273 -2.518 -0.931 0.0 0.1 0.0
H -1.803 -2.202 -0.391 0.0 0.0 -0.1
H -2.572 -1.415 -2.377 0.0 0.0 0.0
H -1.834 -2.979 -2.706 0.0 0.0 0.0
H -1.161 -1.450 -4.417 0.0 0.0 0.0
H 0.259 -1.840 -3.451 0.0 0.0 0.0
H -1.405 0.682 -3.049 0.0 0.1 0.0
H -0.016 0.598 -4.139 -0.1 0.0 0.0
H 0.481 1.422 -1.866 0.0 0.0 0.0
H 1.330 0.043 -2.209 0.1 0.0 0.0
O -3.619 -1.751 0.383 0.1 0.0 0.1
C -3.339 -0.952 1.273 -0.3 0.2 -0.4
N -4.257 -0.508 2.204 0.1 -0.1 0.3
C -3.709 0.561 3.015 0.3 -0.3 0.0
C -2.225 0.511 2.524 -0.3 0.2 -0.1
O -1.340 1.179 3.016 0.0 0.0 0.0
N -2.127 -0.345 1.479 0.0 -0.1 0.3
C -4.368 1.884 2.675 0.0 0.1 0.0
C -3.774 2.783 1.794 0.1 -0.1 0.0
C -4.428 3.959 1.455 0.0 0.1 0.0
C -5.677 4.246 1.985 0.0 0.0 0.0
C -6.275 3.351 2.863 0.0 0.0 0.0
C -5.621 2.179 3.207 0.0 0.0 0.0
C -3.682 0.252 4.501 -0.1 0.0 0.0
C -3.353 1.262 5.401 0.0 0.0 0.0
C -3.216 0.979 6.750 0.0 0.0 0.0
C -3.405 -0.314 7.218 0.0 0.0 0.0
C -3.731 -1.323 6.324 0.0 0.0 0.1
C -3.864 -1.043 4.972 0.0 0.0 -0.1
H -5.239 -0.580 2.003 0.0 0.0 -0.1
H -2.791 2.576 1.384 0.0 0.1 0.0
H -3.952 4.657 0.778 0.0 0.0 0.0
H -6.179 5.171 1.729 0.0 0.0 0.0
H -7.249 3.571 3.283 0.0 0.0 0.0
H -6.080 1.489 3.907 0.0 0.0 0.0
H -3.179 2.264 5.031 0.0 0.0 0.0
H -2.953 1.770 7.442 0.0 0.0 0.0
H -3.280 -0.536 8.270 0.0 0.0 0.0
H -3.876 -2.336 6.681 0.0 0.0 0.0
H -4.094 -1.833 4.269 0.0 0.0 0.0